1.
3 unconnected molecules or ions with the total composition C10H13FNO10S2, computed with ωB97M-V with the def2-TZVPD basis set.

Atoms and positions in Å:
O (1.40, 2.38, 2.11)
C (2.10, 1.49, 1.72)
O (2.83, 0.70, 2.52)
C (2.29, 1.30, 0.23)
C (1.16, 1.34, -0.59)
C (1.32, 1.26, -1.95)
N (2.56, 1.13, -2.46)
C (3.64, 1.09, -1.68)
F (4.77, 0.97, -2.33)
C (3.56, 1.17, -0.32)
H (2.83, -0.21, 2.18)
H (0.19, 1.47, -0.15)
H (0.49, 1.33, -2.64)
H (2.68, 1.07, -3.47)
H (4.46, 1.14, 0.28)
C (-1.62, -1.70, 3.99)
C (-0.51, -2.74, 4.10)
O (-0.22, -3.05, 2.72)
S (-0.42, -1.78, 1.81)
O (0.83, -1.13, 1.56)
O (-1.23, -2.12, 0.70)
O (-1.22, -0.91, 2.85)
H (-2.59, -2.16, 3.78)
H (-1.69, -1.06, 4.86)
H (-0.82, -3.65, 4.61)
H (0.38, -2.33, 4.56)
C (-3.34, 0.84, -1.97)
C (-2.28, -0.23, -1.76)
O (-1.87, -0.58, -3.09)
S (-1.90, 0.72, -4.02)
O (-0.59, 1.28, -4.03)
O (-2.58, 0.41, -5.22)
O (-2.81, 1.61, -3.06)
H (-4.29, 0.41, -2.26)
H (-3.47, 1.49, -1.11)
H (-2.64, -1.11, -1.25)
H (-1.41, 0.16, -1.23)

M: 390.34 Da
LUMO: -4.60 eV
total charge: +1
orbital gap: 9.57 eV
DFT total energy: -56925.9133 eV

These are the Löwdin partial charges, in e, on atoms 1 to 2:
1 O 0.189
2 C -0.490



2.
2 unconnected molecules or ions with the total composition C10H13N at a distorted geometry, computed with ωB97M-V with the def2-TZVPD basis set.

Atoms and positions in Å:
C (-0.70, 1.28, 2.06)
C (-0.15, 1.75, 0.72)
C (0.98, 1.15, 0.28)
C (0.82, -0.22, -0.26)
C (1.92, -1.02, -0.51)
C (1.78, -2.33, -1.08)
C (0.54, -2.81, -1.41)
C (-0.55, -1.93, -1.32)
C (-0.44, -0.59, -0.69)
C (-1.70, 0.24, -0.55)
H (-0.41, 1.75, 2.82)
H (-1.63, 1.13, 2.32)
H (-0.14, 0.44, 2.36)
H (-0.14, 2.96, 0.70)
H (1.65, 1.18, 1.28)
H (1.52, 1.83, -0.31)
H (2.92, -0.51, 0.08)
H (2.57, -3.07, -1.19)
H (-0.02, -3.51, -1.65)
H (-1.75, -1.86, -1.72)
H (-2.44, 0.08, 0.76)
H (-2.19, 0.52, -1.50)
H (-1.07, 1.91, -0.97)
N (-1.35, 1.64, -0.21)

M: 147.22 Da
LUMO: 0.79 eV
orbital gap: 9.62 eV
DFT total energy: -12062.4582 eV

These are the Löwdin partial charges, in e, on atoms 1 to 2:
1 C -0.042
2 C -0.400



3.
2 unconnected molecules or ions with the total composition C10H13N2 at a distorted geometry, computed with ωB97M-V with the def2-TZVPD basis set.

Atoms and positions in Å:
C (-0.07, 2.17, -2.77)
C (0.27, 0.96, -2.21)
C (-0.73, 2.22, -0.64)
N (-0.67, 2.92, -1.78)
N (-0.16, 1.04, -0.90)
C (0.94, -0.24, -2.78)
H (0.08, 2.55, -3.78)
H (-1.15, 2.55, 0.30)
H (-1.04, 3.88, -1.89)
H (-0.05, 0.29, -0.19)
H (1.18, -0.05, -3.84)
H (0.28, -1.12, -2.72)
H (1.88, -0.45, -2.24)
C (-1.23, -0.84, 2.64)
C (-1.30, -1.91, 1.74)
C (0.01, -0.32, 3.01)
C (-0.13, -2.46, 1.23)
C (1.18, -0.88, 2.50)
C (1.11, -1.95, 1.60)
H (-2.16, -0.40, 3.04)
H (-2.28, -2.31, 1.45)
H (0.06, 0.52, 3.72)
H (-0.19, -3.31, 0.52)
H (2.16, -0.47, 2.79)
H (2.03, -2.39, 1.20)

M: 161.23 Da
LUMO: -2.97 eV
total charge: +1
orbital gap: 9.46 eV
DFT total energy: -13555.3344 eV

These are the Löwdin partial charges, in e, on atoms 1 to 2:
1 C 0.008
2 C -0.247



4.
A gas-phase ion, C10H13N2 (charge +1) at a distorted geometry, computed with ωB97M-V with the def2-TZVPD basis set.

Atoms and positions in Å:
C (-3.19, 0.73, 0.89)
C (-2.45, -0.45, 0.83)
C (-1.76, 1.03, -0.70)
C (1.27, 0.00, 0.57)
C (0.66, -1.25, 0.32)
C (1.33, -2.40, 0.68)
C (1.91, 1.04, 0.98)
C (-0.59, -1.16, -0.59)
C (2.96, 1.82, 0.35)
C (-0.02, -0.80, -1.97)
N (-2.75, 1.53, -0.09)
N (-1.61, -0.23, -0.23)
H (-4.00, 1.10, 1.44)
H (-2.46, -1.42, 1.26)
H (1.30, -3.35, 0.25)
H (2.19, -2.09, 1.33)
H (1.42, 1.51, 1.86)
H (-1.08, -2.21, -0.63)
H (3.47, 1.24, -0.47)
H (3.49, 2.16, 1.19)
H (2.49, 2.75, -0.13)
H (0.52, 0.14, -1.92)
H (-0.88, -0.83, -2.67)
H (0.91, -1.37, -2.24)
H (-3.16, 2.50, -0.29)

M: 161.23 Da
LUMO: -6.47 eV
total charge: +1
orbital gap: 4.81 eV
DFT total energy: -13548.4174 eV

These are the Löwdin partial charges, in e, on atoms 1 to 2:
1 C -0.079
2 C -0.033



5.
2 unconnected molecules or ions with the total composition C10H13N2 at a distorted geometry, computed with ωB97M-V with the def2-TZVPD basis set.

Atoms and positions in Å:
C (1.10, -0.84, -2.18)
C (-1.31, -2.18, 2.17)
C (-0.24, -1.34, 2.42)
C (-1.57, -2.52, 0.85)
C (0.54, -0.89, 1.45)
C (-0.93, -1.78, -0.15)
C (1.44, 2.39, -0.72)
C (-1.03, 1.85, -0.40)
C (1.08, -0.54, -0.77)
C (0.23, 1.86, -1.27)
N (1.32, -0.81, -3.30)
N (0.27, -1.18, 0.14)
H (-1.85, -2.55, 2.94)
H (-0.06, -0.98, 3.35)
H (-2.28, -3.25, 0.54)
H (1.35, -0.21, 1.65)
H (-1.10, -2.04, -1.27)
H (2.31, 2.26, -1.41)
H (1.37, 3.51, -0.65)
H (1.54, 1.89, 0.15)
H (-0.73, 2.12, 0.57)
H (-1.80, 2.73, -0.67)
H (-1.62, 0.97, -0.65)
H (2.01, -0.18, -0.46)
H (-0.02, 1.70, -2.35)

M: 161.23 Da
LUMO (spin up / spin down): -5.27 / -5.27 eV
total charge: +1
orbital gap (spin up / spin down): 6.65 / 6.65 eV
DFT total energy: -13549.8134 eV

These are the Löwdin partial charges, in e, on atoms 1 to 2:
1 C -0.243
2 C 0.016



6.
A gas-phase ion, C10H13N2 (charge +1) at a distorted geometry, computed with ωB97M-V with the def2-TZVPD basis set.

Atoms and positions in Å:
C (1.18, 2.18, 2.18)
C (1.62, 2.38, 0.85)
C (0.08, 1.48, 2.55)
C (0.87, 1.70, -0.12)
C (-0.61, 0.77, 1.53)
C (-0.28, 1.00, 0.21)
C (-1.26, -1.91, 0.02)
C (0.14, -2.60, 0.11)
C (1.06, -1.86, -0.66)
C (-1.43, 0.74, -2.15)
N (-1.67, -0.79, -0.42)
N (-1.02, 0.25, -0.83)
H (1.79, 2.87, 2.85)
H (2.46, 3.12, 0.68)
H (-0.20, 1.53, 3.52)
H (0.94, 2.01, -1.09)
H (-1.59, 0.29, 1.77)
H (-2.07, -2.54, 0.44)
H (0.48, -2.59, 1.17)
H (-0.13, -3.70, -0.01)
H (1.77, -1.07, -0.24)
H (1.39, -2.23, -1.65)
H (-1.30, -0.02, -2.87)
H (-2.43, 1.01, -2.06)
H (-0.82, 1.65, -2.49)

M: 161.23 Da
LUMO (spin up / spin down): -3.46 / -5.98 eV
multiplicity: 3
total charge: +1
orbital gap (spin up / spin down): 8.62 / 7.47 eV
DFT total energy: -13548.9301 eV

These are the Löwdin partial charges, in e, on atoms 1 to 2:
1 C -0.071
2 C -0.022



7.
2 unconnected molecules or ions with the total composition C10H13N2O3, computed with ωB97M-V with the def2-TZVPD basis set.

Atoms and positions in Å:
C (3.67, -0.03, 1.39)
C (2.61, -0.42, 0.59)
C (1.25, 0.16, 0.72)
C (0.22, -0.18, -0.38)
C (0.90, -0.24, -1.68)
N (1.43, -0.29, -2.69)
C (-0.38, -1.61, -0.19)
C (-0.93, -1.79, 1.15)
N (-1.29, -1.99, 2.22)
C (-0.93, 0.87, -0.51)
C (-1.26, 1.63, 0.77)
O (-2.28, 2.61, 0.54)
C (-3.47, 2.15, 0.12)
O (-3.96, 1.10, 0.44)
H (4.41, 0.70, 1.09)
H (3.86, -0.59, 2.31)
H (2.69, -1.22, -0.18)
H (0.93, -0.22, 1.71)
H (1.43, 1.23, 0.86)
H (0.39, -2.37, -0.38)
H (-1.15, -1.79, -0.95)
H (-1.81, 0.35, -0.89)
H (-0.65, 1.60, -1.27)
H (-1.54, 0.96, 1.59)
H (-0.40, 2.21, 1.10)
H (-3.96, 2.85, -0.57)
O (-0.06, -3.28, -3.35)
H (0.29, -2.40, -3.55)

M: 209.22 Da
LUMO: 0.60 eV
total charge: -1
orbital gap: 3.24 eV
DFT total energy: -19697.0277 eV

These are the Löwdin partial charges, in e, on atoms 1 to 2:
1 C -0.144
2 C -0.064



8.
A single C10H13N3O4S molecule at a distorted geometry, computed with ωB97M-V with the def2-TZVPD basis set.

Atoms and positions in Å:
N (-2.08, -2.46, -3.21)
C (-2.19, -1.34, -2.89)
C (-2.38, 0.03, -2.42)
C (-2.09, 0.12, -0.91)
S (-2.23, 1.90, -0.43)
C (-0.92, 2.24, 0.83)
C (-1.05, 3.63, 1.38)
O (-2.36, 3.81, 1.85)
C (-0.74, -0.47, -0.51)
O (0.24, -0.08, -1.17)
C (-0.65, -1.64, 0.36)
N (0.41, -2.32, 0.81)
N (1.70, -1.81, 0.61)
C (2.83, -2.69, 0.31)
C (4.01, -1.71, 0.34)
O (3.54, -0.52, 0.98)
C (2.21, -0.59, 1.10)
O (1.48, 0.24, 1.66)
H (-3.40, 0.32, -2.65)
H (-1.74, 0.67, -3.03)
H (-2.87, -0.40, -0.34)
H (0.09, 2.14, 0.44)
H (-1.03, 1.57, 1.66)
H (-0.84, 4.36, 0.59)
H (-0.29, 3.79, 2.18)
H (-3.01, 3.50, 1.21)
H (-1.60, -2.08, 0.61)
H (2.76, -3.17, -0.66)
H (2.97, -3.48, 1.08)
H (4.34, -1.45, -0.68)
H (4.89, -2.10, 0.89)

M: 271.30 Da
LUMO: -1.28 eV
orbital gap: 8.04 eV
SMILES: N#CC[C@H](SCCO)C(=O)/C=N\N1CCOC1=O
DFT total energy: -34073.7038 eV

These are the Löwdin partial charges, in e, on atoms 1 to 2:
1 N 0.155
2 C -0.216